Entry 1:
C36H42N2O2PdS3Si | the ωB97M-V functional and the def2-TZVPD basis

Properties
Total charge = -2
LUMO level = 0.154 hartree

The geometry in XYZ format:
```
87
Properties=species:S:1:pos:R:3:forces:R:3:mulliken_charge:R:1
Pd -0.23942 0.16206 -0.25398 -1.61 -0.28 -0.07 -0.718
C 0.16442 3.46876 -1.93193 0.04 0.02 -0.01 -1.063
C -0.82418 2.80886 -2.85029 0.04 0.05 0.07 1.278
C -0.84745 3.08149 -4.21318 0.00 0.08 -0.08 -1.131
C -1.73382 2.42931 -5.05788 -0.02 -0.04 0.08 -0.717
C -2.59510 1.47311 -4.53352 0.03 -0.01 -0.05 -1.126
C -2.59478 1.17236 -3.17689 0.04 0.03 -0.03 1.906
C -3.45584 0.08280 -2.60896 0.00 -0.03 0.00 -0.984
C -1.71918 1.86828 -2.32609 -0.11 -0.41 -0.05 -1.049
N -1.66671 1.57107 -0.96064 2.55 -0.29 -0.09 1.046
C -2.57192 2.02083 -0.09730 -1.16 -0.22 1.69 0.021
C -3.72072 2.89992 -0.53199 -0.06 -0.30 -0.03 -2.036
C -2.44556 1.66432 1.26412 -0.35 1.14 -1.09 0.583
C -3.52280 2.09870 2.23345 0.28 0.18 0.04 -2.103
N -1.40809 0.91371 1.63336 0.21 -1.41 -0.42 1.122
C -1.16817 0.54334 2.94744 0.29 0.44 -0.06 -1.335
C -0.71920 1.48101 3.90014 0.02 -0.10 0.01 1.793
C -0.53585 2.91674 3.49425 0.01 -0.01 0.03 -1.608
C -0.36617 1.04675 5.17286 0.03 0.10 0.00 -0.613
C -0.44177 -0.29367 5.51527 -0.02 -0.06 -0.02 -0.840
C -0.87680 -1.21311 4.56865 -0.02 -0.07 0.10 -0.972
C -1.24184 -0.81839 3.28926 -0.02 0.02 0.02 1.406
C -1.68802 -1.80831 2.25756 -0.01 -0.12 -0.04 -1.011
H 0.87762 4.07230 -2.49669 0.00 0.03 -0.02 0.433
H 0.70543 2.71074 -1.35640 -0.05 0.05 -0.04 -0.002
H -0.33618 4.10934 -1.20042 0.00 -0.03 0.01 0.252
H -0.14734 3.80680 -4.61690 0.00 0.00 0.00 0.330
H -1.73779 2.64613 -6.12027 0.00 0.00 -0.01 0.385
H -3.26630 0.92939 -5.19066 -0.01 0.00 -0.01 0.344
H -4.02156 -0.41301 -3.40131 0.00 0.01 -0.01 0.417
H -4.15978 0.46658 -1.86571 0.03 0.01 0.00 0.118
H -2.79777 -0.64734 -2.12261 -0.05 0.03 0.00 -0.072
H -3.59484 3.20693 -1.56958 -0.03 0.06 -0.01 0.453
H -3.79283 3.80043 0.08521 0.03 0.00 0.00 0.412
H -4.68293 2.38156 -0.45328 -0.15 0.05 -0.04 0.335
H -4.52111 1.87595 1.84768 0.03 -0.04 -0.04 0.446
H -3.49168 3.17691 2.42589 -0.09 0.08 0.07 0.318
H -3.40283 1.58510 3.18711 -0.04 0.00 0.04 0.435
H -0.02757 2.96628 2.52852 -0.02 0.00 -0.02 0.194
H 0.05720 3.45683 4.23539 0.01 -0.01 0.02 0.489
H -1.48985 3.43488 3.38454 -0.03 0.02 -0.03 0.330
H 0.00351 1.77137 5.89296 0.00 0.00 0.02 0.372
H -0.14582 -0.62339 6.50450 0.00 -0.01 0.00 0.357
H -0.92459 -2.26717 4.82240 0.01 -0.01 0.01 0.334
H -1.85043 -2.79084 2.70678 0.00 -0.01 0.02 0.461
H -0.94339 -1.90987 1.46185 0.02 0.09 0.04 -0.204
H -2.60869 -1.48009 1.77171 0.02 0.00 -0.01 0.182
C -1.10205 -4.12568 -0.73789 0.00 0.06 0.05 -1.056
Si -0.55748 -2.96888 -2.14273 -0.10 -0.32 0.09 0.416
C 1.21769 -3.49606 -2.52340 0.09 0.11 -0.02 -0.874
C -1.55768 -3.56617 -3.65824 -0.02 0.14 0.04 -1.235
O -0.82018 -1.43589 -1.85055 0.31 0.56 0.21 0.022
H -0.97526 -5.18202 -0.99899 0.00 0.00 -0.02 0.416
H -2.15431 -3.95475 -0.48977 0.00 -0.01 0.01 0.270
H -0.51244 -3.92378 0.16088 0.01 0.00 0.00 0.084
H 1.27328 -4.57293 -2.71768 -0.03 -0.01 0.00 0.399
H 1.87200 -3.26622 -1.67954 0.01 0.01 0.00 0.093
H 1.61373 -2.97028 -3.39731 0.01 0.00 -0.01 0.188
H -1.41410 -4.63206 -3.86579 0.02 0.00 0.03 0.319
H -1.26358 -3.00074 -4.54771 -0.01 0.00 -0.01 0.278
H -2.62530 -3.38896 -3.49414 -0.01 -0.01 -0.01 0.254
O 1.33140 -1.15380 0.52506 -0.28 0.63 -0.21 -0.514
C 2.62534 -0.74764 0.45011 0.18 0.02 -0.06 2.776
C 3.49020 -1.88982 1.00392 -0.21 -0.13 -0.04 -0.649
C 4.79139 -1.98398 1.39756 0.04 0.00 0.02 -0.342
C 5.13361 -3.29004 1.84966 0.00 0.04 0.00 -0.721
C 4.07352 -4.14547 1.79590 0.00 -0.02 -0.01 -0.705
S 2.65924 -3.37772 1.20423 0.08 0.02 0.03 0.007
C 3.05145 -0.45098 -1.00073 0.22 -0.06 0.15 0.088
C 2.23558 -0.31609 -2.07623 -0.14 0.04 -0.33 -0.639
C 2.93889 -0.03703 -3.28448 0.09 -0.04 -0.01 -1.254
C 4.28760 0.01162 -3.11881 -0.05 0.01 0.12 -0.445
S 4.71129 -0.28364 -1.48050 -0.01 -0.01 -0.09 -0.075
C 2.89923 0.46698 1.35878 0.04 0.02 -0.07 -0.275
C 2.22986 0.68680 2.51913 0.07 -0.01 0.11 -0.399
C 2.73414 1.78831 3.26346 -0.03 -0.01 0.03 -0.807
C 3.78568 2.39671 2.65156 0.00 -0.02 -0.05 -0.590
S 4.15927 1.63505 1.15938 -0.07 -0.03 -0.06 -0.112
H 5.47766 -1.14831 1.38033 0.00 0.02 -0.01 0.493
H 6.11687 -3.56800 2.20780 0.00 0.00 0.00 0.366
H 4.05749 -5.18376 2.08957 -0.01 -0.01 0.00 0.427
H 1.15755 -0.46151 -2.05438 0.11 -0.01 0.10 0.614
H 2.44539 0.09706 -4.23764 -0.01 0.01 0.00 0.430
H 5.05169 0.18629 -3.85977 0.00 0.01 -0.01 0.433
H 1.41635 0.04722 2.81924 -0.11 -0.02 0.03 0.546
H 2.32026 2.10888 4.20982 -0.02 0.01 0.00 0.383
H 4.34323 3.26151 2.97548 -0.01 0.01 0.01 0.419
```
Forces are in eV/Å.

Entry 2:
C38H50N4O12S2 | the ωB97M-V functional and the def2-TZVPD basis

Properties
LUMO level = -0.083 hartree

The geometry in XYZ format:
```
106
Properties=species:S:1:pos:R:3:forces:R:3:mulliken_charge:R:1
C 4.14852 4.52737 2.72931 -0.55 0.95 -1.55 -0.437
C 3.86570 4.26125 1.35753 -0.01 -1.01 1.01 -0.913
C 2.97859 3.24488 0.99935 0.24 0.20 0.55 -0.249
C 2.35080 2.50124 2.01875 1.33 -0.88 -0.91 0.232
C 2.64924 2.78736 3.34366 -0.31 0.28 0.97 -0.270
C 3.49420 3.84924 3.72897 -0.17 -1.23 -1.11 -0.850
N 1.42563 1.38557 1.68472 4.98 5.55 5.04 1.178
O 0.95821 0.73794 2.57328 -0.96 -2.91 1.38 -0.632
O 1.22353 1.18053 0.48614 6.50 10.43 10.89 0.025
H 4.74487 5.40363 2.93650 0.38 -0.17 0.19 0.395
H 4.42925 4.73357 0.56651 -0.12 0.35 0.08 0.402
H 2.81929 3.04735 -0.05042 -0.13 -0.12 -0.05 0.509
H 2.17792 2.26271 4.16158 -0.17 -0.41 -0.23 0.456
H 3.71129 4.01698 4.77355 -0.18 0.12 0.01 0.411
C 0.49913 -6.29086 5.04803 1.14 0.13 -1.52 -0.506
C -0.73459 -5.77605 4.66829 0.80 0.20 -1.09 -0.738
C -0.87377 -5.23268 3.36155 -0.15 0.44 0.97 -0.417
C 0.18119 -5.22762 2.43782 -1.57 0.64 1.34 -0.195
C 1.40633 -5.73043 2.81628 -0.87 -1.88 1.35 0.501
C 1.58108 -6.25569 4.12466 -1.48 0.20 -0.52 -0.524
N 0.00185 -4.46092 1.15058 -5.47 -9.98 1.45 1.517
O 0.93639 -4.47709 0.38241 -0.18 -3.85 -1.30 -0.622
O -1.09977 -3.89892 0.93401 -2.17 -7.61 1.15 -0.739
H 0.67321 -6.73610 6.01646 -0.14 0.10 0.13 0.409
H -1.50347 -5.77042 5.42669 -0.41 0.19 -0.40 0.402
H -1.76404 -4.66353 3.13815 -0.20 -0.26 -0.24 0.428
H 2.22265 -5.76003 2.10977 -2.42 -0.71 1.25 -0.051
H 2.52427 -6.69236 4.41811 0.17 0.07 -0.11 0.417
C 1.49922 -1.71309 0.64660 -1.54 1.92 0.83 0.132
C 0.31237 -2.37875 0.73202 -0.02 4.72 -0.23 0.185
C -0.85186 -1.81868 0.21392 0.04 1.27 0.70 -0.504
C -0.79508 -0.49767 -0.20145 -1.26 0.94 -0.01 -1.148
C 0.40775 0.24218 -0.21963 -3.12 -5.90 -6.04 -0.077
C 1.54240 -0.37950 0.25732 4.98 -10.06 -3.22 -0.340
N -2.02458 0.27123 -0.66682 3.97 -8.50 1.49 1.118
O -1.83832 0.96784 -1.63405 -4.83 -6.25 2.93 -0.118
O -3.13167 0.16682 -0.04302 5.23 -11.23 3.85 -0.631
H 2.38931 -2.24974 0.94011 -3.84 1.35 -0.67 -0.926
H 0.27278 -3.39739 1.08866 3.42 12.97 0.48 -0.469
H -1.77421 -2.37443 0.13149 -0.04 0.79 0.01 0.848
H 0.45137 1.27574 -0.52987 -2.55 -3.05 -8.93 -0.055
H 2.49248 0.13156 0.30804 1.30 -1.90 -1.54 0.552
C -1.11096 0.69092 -3.59955 5.93 -0.14 0.75 -0.500
C -0.34458 1.59379 -2.81614 3.96 0.79 -3.77 0.970
C 0.56014 2.46450 -3.44920 -0.06 0.22 -0.46 -0.371
C 0.71378 2.48178 -4.83713 -1.52 -1.32 -0.72 -0.936
C -0.05218 1.57210 -5.62848 0.10 0.74 1.76 -0.991
C -0.93521 0.71237 -4.95716 3.10 -0.61 -2.34 -0.746
N 1.64144 3.37245 -5.55681 0.31 -0.65 0.27 0.998
O 1.59713 3.39688 -6.77004 -0.35 0.07 -0.08 -0.622
O 2.48091 3.95578 -4.90519 0.04 0.40 0.48 -0.621
H -1.63264 -0.04037 -2.99998 0.87 -0.67 -1.16 0.501
H -0.47573 1.56365 -1.74456 2.22 1.22 -1.77 1.028
H 1.09215 3.20213 -2.86675 0.22 -0.02 0.09 0.555
H -0.01169 1.61473 -6.70688 0.18 -0.18 0.06 0.456
H -1.40489 -0.01990 -5.59715 0.01 -0.05 0.23 0.755
C -5.13405 1.83764 0.09801 -2.15 -0.07 -1.44 -1.624
C -4.22457 1.59490 -1.07449 -2.61 4.59 -3.54 0.795
C -3.77995 2.92450 -1.70965 -0.27 -0.27 -0.14 -0.909
C -2.65805 2.89819 -2.74907 -0.28 1.04 -1.33 0.247
C -3.02129 2.53699 -4.23056 -0.50 0.20 0.67 -0.673
C -3.23046 1.06372 -4.51009 -2.79 -0.64 0.32 -1.336
H -5.30498 0.95235 0.71050 0.11 -0.03 -0.13 0.271
H -6.09294 2.05888 -0.37070 -0.44 0.33 0.18 0.528
H -4.82849 2.65564 0.75040 -2.40 -1.01 -1.88 0.329
H -3.36889 1.04117 -0.68810 -6.88 3.19 -3.69 0.600
H -4.72530 0.98618 -1.82737 0.16 -0.69 -0.03 0.592
H -3.36961 3.38650 -0.81171 -0.98 1.09 -1.59 0.528
H -4.61916 3.49007 -2.11456 -0.14 0.31 0.20 0.287
H -2.15066 3.86262 -2.77232 -0.37 0.66 -0.11 0.456
H -1.81134 2.27629 -2.45852 -2.00 2.32 -0.72 -0.357
H -3.91658 3.06417 -4.56015 -0.06 0.29 0.15 0.508
H -2.24289 2.81297 -4.94192 0.21 0.55 0.42 0.373
H -4.20422 0.62252 -4.29739 -0.74 0.68 0.00 0.451
H -3.02304 0.88543 -5.56522 -0.27 -0.24 0.27 0.456
H -2.58299 0.46652 -3.86804 -2.76 0.28 -1.31 -0.027
C 3.65443 -5.46650 1.31374 1.76 0.28 -0.13 -0.440
C 3.19730 -4.15040 2.01492 1.50 0.75 -0.95 -0.328
C 3.70802 -3.08232 1.06779 3.71 0.11 -0.24 -0.506
S 3.58774 -3.67392 -0.69287 -0.81 -0.68 0.04 1.028
O 4.86133 -3.58300 -1.41035 -1.45 -0.01 1.17 -0.703
O 2.36305 -3.10737 -1.24344 1.64 -0.49 -0.55 -0.477
C 3.20005 -5.42688 -0.13496 0.38 0.93 -0.49 -0.654
H 3.24615 -6.33892 1.82394 1.48 -0.48 -0.64 0.436
H 4.73987 -5.51848 1.39875 0.10 -0.09 -0.06 0.433
H 3.65991 -3.97835 2.98675 0.13 -0.37 0.06 0.684
H 2.12325 -4.18767 2.19695 1.00 1.51 -0.50 -0.116
H 4.77962 -2.88999 1.12070 0.49 -0.87 0.40 0.549
H 3.36809 -2.06255 1.24845 2.29 -0.57 0.38 0.318
H 3.58344 -6.15992 -0.84471 0.34 0.17 0.26 0.590
H 2.11066 -5.41329 -0.10112 1.11 -0.81 -0.81 0.355
C -0.74755 1.86868 0.85138 -3.91 4.19 1.87 -0.588
C -0.39720 3.00600 1.90294 -0.91 -0.75 0.11 -0.492
C -1.67103 3.58234 2.44345 -1.60 1.49 0.12 -1.161
S -3.11150 3.06306 1.41914 2.17 -2.66 1.12 1.340
O -3.83788 4.19889 0.90600 0.41 0.97 1.20 -0.723
O -3.84323 1.91523 2.03498 3.11 2.39 1.79 -0.741
C -2.04479 2.28247 0.14453 1.63 3.77 2.96 0.146
H -0.81840 0.95659 1.44398 -0.35 0.33 -0.25 1.119
H 0.13314 1.86114 0.20919 -4.95 4.36 1.62 0.004
H 0.13684 3.83932 1.44636 0.31 -0.30 -0.01 0.255
H 0.15546 2.53328 2.71486 -0.54 1.00 -0.07 -0.119
H -1.59226 4.66007 2.30063 -0.52 0.12 0.04 0.421
H -1.97779 3.45707 3.48187 0.37 -0.53 0.00 0.552
H -1.76489 3.07392 -0.55070 0.25 0.21 0.25 0.371
H -2.60953 1.55039 -0.43274 1.35 7.74 3.30 -2.228
```
Forces are in eV/Å.

Entry 3:
C14H17N2O3S | the ωB97M-V functional and the def2-TZVPD basis

Properties
Total charge = +1
LUMO level = -0.154 hartree

The geometry in XYZ format:
```
37
Properties=species:S:1:pos:R:3:forces:R:3:mulliken_charge:R:1
C 5.02849 0.07035 -1.35976 -0.28 0.17 -0.11 -1.044
C 4.38114 1.44294 -1.42749 0.49 -0.24 0.36 -0.180
O 3.94693 1.83412 -2.72474 -0.20 0.16 -0.06 -0.409
C 3.05005 0.96662 -3.35283 -0.32 0.04 -0.12 -0.942
C 1.77355 0.79403 -2.56050 0.32 -0.35 -0.04 0.268
C 1.36880 -0.39745 -1.99802 0.01 0.76 -0.40 -0.405
C 0.18605 -0.43414 -1.25955 0.31 -0.71 -0.20 0.609
S -0.34652 -1.90175 -0.47824 -0.49 -0.04 0.27 -0.216
C -0.55378 0.72956 -1.09960 -0.10 0.37 0.25 -0.156
C -0.10819 1.89340 -1.67055 -0.03 -0.12 0.09 -0.584
N 1.03148 1.90401 -2.38304 -0.11 -0.25 0.15 0.080
H 5.57582 0.00666 -0.42618 0.20 -0.07 0.09 0.404
H 5.71109 -0.05000 -2.19593 0.19 -0.09 -0.01 0.299
H 4.31683 -0.75083 -1.35855 -0.14 -0.10 -0.09 0.212
H 5.13510 2.17027 -1.15206 0.03 0.28 -0.10 0.378
H 3.58634 1.53685 -0.68201 -0.27 -0.03 -0.10 0.266
H 3.46777 -0.00774 -3.60098 0.12 -0.17 0.21 0.407
H 2.77873 1.43193 -4.29885 0.10 0.10 -0.17 0.432
H 1.99300 -1.26027 -2.14355 0.04 -0.23 0.05 0.296
H 0.01266 -2.79280 -1.41526 0.28 0.20 -0.03 0.212
H -1.47397 0.72586 -0.53100 -0.04 0.09 -0.15 0.341
H -0.65129 2.81772 -1.58508 -0.03 0.19 0.00 0.415
H 1.37059 2.76577 -2.79299 0.00 0.08 0.03 0.297
C -4.16794 -2.17631 4.40759 0.01 0.02 -0.02 -0.397
C -4.43378 -2.49183 3.08094 0.04 0.04 0.10 -0.538
C -4.08597 -1.60733 2.07445 -0.07 -0.14 -0.14 -0.294
C -3.47112 -0.41596 2.41987 -0.09 -0.10 0.13 0.179
C -3.20269 -0.08084 3.73587 0.08 0.13 0.14 -0.318
C -3.55673 -0.97215 4.73402 -0.04 -0.10 -0.05 -0.493
N -3.08537 0.51556 1.35929 -0.07 -0.02 -0.04 1.059
O -3.33855 0.20963 0.20274 -0.03 -0.05 0.09 -0.646
O -2.51079 1.54033 1.66758 0.09 0.02 0.00 -0.593
H -4.43908 -2.87152 5.19063 -0.01 0.00 0.00 0.392
H -4.91278 -3.42796 2.83105 -0.01 0.00 -0.02 0.384
H -4.29278 -1.84526 1.04168 0.04 0.10 -0.03 0.452
H -2.72766 0.85669 3.98361 0.00 0.03 -0.10 0.449
H -3.35544 -0.72814 5.76746 0.00 0.02 0.00 0.382
```
Forces are in eV/Å.

LUMO level of number 1 (C36H42N2O2PdS3Si)?
0.154 hartree